(1)
Here is a molecular structure, C32H29MnN4P2S5 from the OMol25 dataset. Energies are from wB97M-V/def2-TZVPD.

Values from the calculation:
- Orbital gap (alpha / beta): 7.69 / 7.51 eV
- M: 746.83 g mol⁻¹
- ⟨S²⟩: 8.758
- Lowest unoccupied orbital energy (alpha / beta): -2.6 / -2.8 eV
- Energy relative to the best compared isomer or geometry (same formula, charge and spin): 0.0 kJ/mol

The geometry in ORCA input format:
```
! wB97M-V def2-TZVPD RIJCOSX def2/J DEFGRID3
* xyz 1 6
Mn -0.029 -0.039 0.771
N -2.904 -0.798 -0.525
P -2.665 -0.444 1.120
C -3.624 1.037 1.476
C -5.018 1.072 1.482
C -5.672 2.288 1.586
C -4.941 3.469 1.680
C -3.554 3.439 1.687
C -2.899 2.219 1.591
C -3.489 -1.785 2.002
C -3.853 -1.587 3.334
C -4.413 -2.624 4.061
C -4.613 -3.862 3.465
C -4.246 -4.065 2.143
C -3.677 -3.032 1.412
P -1.640 -0.127 -1.443
C -1.731 -0.988 -3.027
C -1.600 -2.379 -3.014
C -1.635 -3.092 -4.199
C -1.787 -2.419 -5.406
C -1.905 -1.038 -5.425
C -1.879 -0.319 -4.238
C -2.071 1.598 -1.782
C -3.390 2.034 -1.892
C -3.665 3.381 -2.070
C -2.624 4.298 -2.144
C -1.308 3.873 -2.036
C -1.032 2.525 -1.849
H -3.833 -0.916 -0.915
H -5.587 0.152 1.412
H -6.753 2.322 1.598
H -5.460 4.416 1.755
H -2.992 4.361 1.762
H -1.812 2.160 1.609
H -3.703 -0.621 3.804
H -4.696 -2.466 5.093
H -5.055 -4.669 4.033
H -4.399 -5.030 1.680
H -3.382 -3.197 0.383
H -1.483 -2.906 -2.072
H -1.541 -4.170 -4.186
H -1.812 -2.975 -6.334
H -2.022 -0.517 -6.366
H -1.972 0.759 -4.257
H -4.210 1.329 -1.821
H -4.691 3.715 -2.149
H -2.840 5.349 -2.281
H -0.499 4.589 -2.091
H -0.003 2.195 -1.750
N 5.281 0.658 -0.918
C 4.106 -0.007 -1.055
C 2.940 0.471 -0.425
N 1.786 -0.165 -0.514
C 1.756 -1.276 -1.281
C 2.896 -1.707 -1.931
N 4.068 -1.094 -1.821
H 5.407 1.264 -0.122
H 6.102 0.182 -1.258
H 2.976 1.372 0.164
H 0.824 -1.812 -1.372
H 2.864 -2.592 -2.555
C 0.014 3.123 3.247
S 0.806 2.459 1.757
C 2.134 1.559 2.472
C 2.021 0.283 2.899
S 0.536 -0.629 3.013
S 3.528 -0.515 3.251
C 4.604 0.771 2.793
S 6.221 0.633 2.688
S 3.747 2.239 2.386
H -0.766 3.809 2.926
H 0.762 3.669 3.816
H -0.409 2.314 3.839
*
```

(2)
Here is a molecular structure, C32H29N3O6SScSe from the OMol25 dataset. Energies are from wB97M-V/def2-TZVPD.

Values from the calculation:
- Orbital gap: 8.16 eV
- M: 707.58 g mol⁻¹
- Lowest unoccupied orbital energy: 2.3 eV
- Energy relative to the best compared isomer or geometry (same formula, charge and spin): 78.8 kJ/mol

The geometry in ORCA input format:
```
! wB97M-V def2-TZVPD RIJCOSX def2/J DEFGRID3
* xyz -1 1
Sc -0.255 0.339 0.492
C -1.922 -4.474 0.676
C -0.848 -3.925 -0.253
C -0.280 -5.051 -1.122
C -1.306 -2.766 -1.116
C -0.348 -2.028 -1.816
C -0.710 -0.935 -2.590
C -2.046 -0.552 -2.720
C -2.431 0.631 -3.559
C -2.995 -1.297 -2.033
C -2.634 -2.380 -1.239
H -1.492 -5.238 1.327
H -2.731 -4.946 0.112
H -2.354 -3.695 1.303
H -0.035 -3.536 0.371
H -1.059 -5.447 -1.779
H 0.091 -5.872 -0.504
H 0.541 -4.706 -1.752
H 0.696 -2.305 -1.742
H 0.056 -0.378 -3.117
H -2.205 1.571 -3.056
H -3.502 0.625 -3.767
H -1.901 0.613 -4.514
H -4.037 -1.005 -2.091
H -3.402 -2.905 -0.687
O -1.341 -1.371 1.544
S -1.275 -0.837 2.930
O -2.494 -0.405 3.549
N -0.159 0.224 2.711
C 0.354 1.145 3.608
C 0.170 1.225 4.960
C 0.841 2.238 5.695
C 1.669 3.136 5.088
C 1.863 3.077 3.681
C 2.682 3.966 2.946
C 2.776 3.834 1.593
C 2.039 2.813 0.948
N 1.285 1.972 1.601
C 1.197 2.088 2.952
C -0.647 -2.163 3.915
C 0.435 -2.891 3.434
C 0.951 -3.921 4.200
C 0.388 -4.219 5.436
C -0.698 -3.495 5.900
C -1.225 -2.459 5.138
H -0.484 0.535 5.475
H 0.680 2.290 6.764
H 2.174 3.904 5.660
H 3.217 4.750 3.471
H 3.383 4.503 1.001
H 2.050 2.709 -0.129
H 0.861 -2.662 2.466
H 1.792 -4.494 3.830
H 0.799 -5.021 6.036
H -1.144 -3.735 6.856
H -2.080 -1.888 5.474
N 7.120 -1.506 -0.869
C 6.004 -1.298 -0.682
C 4.603 -1.039 -0.448
C 4.034 -1.335 0.787
C 2.684 -1.078 0.990
C 1.844 -0.552 -0.007
C 2.476 -0.247 -1.224
C 3.826 -0.478 -1.458
H 4.650 -1.748 1.576
H 2.290 -1.273 1.985
H 1.906 0.210 -2.027
H 4.280 -0.223 -2.407
O -2.494 3.204 -1.403
Se -1.565 2.651 -0.210
O -2.142 1.199 0.457
O -0.140 1.923 -0.818
O -1.160 3.660 0.989
*
```

(3)
Here is a molecular structure, C32H29N5O5P from the OMol25 dataset. Energies are from wB97M-V/def2-TZVPD.

Values from the calculation:
- Orbital gap: 5.06 eV
- M: 594.59 g mol⁻¹
- Lowest unoccupied orbital energy: -6.0 eV

The geometry in ORCA input format:
```
! wB97M-V def2-TZVPD RIJCOSX def2/J DEFGRID3
* xyz 1 1
N 5.045 -0.571 1.819
P 3.758 0.103 1.056
N 3.588 1.762 1.702
C 2.751 2.655 0.812
C 1.293 2.043 0.383
C 0.413 1.406 1.610
N -1.112 1.610 1.551
O 0.871 0.687 2.637
C 4.914 2.467 1.874
N 6.015 2.522 0.816
N 5.180 3.172 3.053
H 4.761 -1.449 2.319
H 2.632 -0.763 1.346
H 4.038 0.169 -0.350
H 3.370 2.783 -0.201
H 2.601 3.735 1.283
H 1.414 1.319 -0.555
H 0.658 2.966 -0.034
H -1.407 1.482 2.564
H -1.447 0.714 1.086
H 6.086 1.624 0.289
H 5.879 3.345 0.185
H 5.342 4.224 3.050
H 5.211 2.651 3.959
C 1.288 -8.266 -2.508
C 2.504 -8.946 -2.430
C 3.613 -8.329 -1.849
C 3.509 -7.023 -1.354
C 2.301 -6.335 -1.454
C 1.184 -6.962 -2.022
C 2.194 -4.939 -0.981
O 1.132 -4.335 -1.065
C 3.387 -4.280 -0.413
C 3.315 -2.940 -0.013
C 4.435 -2.313 0.537
C 5.624 -3.023 0.698
C 5.700 -4.358 0.296
C 4.582 -4.984 -0.270
C 4.683 -6.385 -0.725
O 5.729 -7.009 -0.587
H 0.421 -8.750 -2.953
H 2.588 -9.957 -2.821
H 4.557 -8.867 -1.787
H 0.234 -6.435 -2.091
H 2.390 -2.378 -0.133
H 4.378 -1.270 0.842
H 6.494 -2.538 1.134
H 6.633 -4.905 0.421
C -9.977 3.549 -1.679
C -9.459 2.284 -1.955
C -8.139 1.980 -1.617
C -7.330 2.949 -1.011
C -7.841 4.222 -0.757
C -9.171 4.519 -1.081
C -6.982 5.267 -0.163
O -7.431 6.384 0.064
C -5.573 4.949 0.145
C -4.732 5.947 0.654
C -3.402 5.652 0.960
C -2.912 4.361 0.768
C -3.746 3.366 0.256
C -5.077 3.664 -0.066
C -5.941 2.614 -0.641
O -5.509 1.480 -0.814
H -11.008 3.782 -1.934
H -10.083 1.532 -2.433
H -7.743 0.989 -1.832
H -9.581 5.505 -0.873
H -5.108 6.957 0.810
H -2.749 6.430 1.351
H -1.878 4.129 1.014
H -3.355 2.361 0.104
*
```

(4)
Here is a molecular structure, C32H30BCl3FeN8O7S from the OMol25 dataset. Energies are from wB97M-V/def2-TZVPD.

Values from the calculation:
- Orbital gap (alpha / beta): 6.13 / 4.42 eV
- M: 843.72 g mol⁻¹
- ⟨S²⟩: 8.756
- Lowest unoccupied orbital energy (alpha / beta): 1.8 / 0.1 eV
- Energy relative to the best compared isomer or geometry (same formula, charge and spin): 18.6 kJ/mol

The geometry in ORCA input format:
```
! wB97M-V def2-TZVPD RIJCOSX def2/J DEFGRID3
* xyz -1 6
Fe -0.875 1.827 0.252
C 0.301 4.057 -3.408
C 0.383 3.820 -2.034
N -0.462 2.851 -1.678
N -1.095 2.456 -2.806
C -0.658 3.167 -3.854
B -2.162 1.338 -2.718
N -1.466 0.080 -2.175
C -1.409 -1.173 -2.646
C -0.626 -1.924 -1.792
C -0.241 -1.029 -0.793
N -0.735 0.178 -1.045
N -3.224 1.805 -1.694
C -4.543 1.986 -1.822
C -5.035 2.486 -0.631
C -3.910 2.584 0.193
N -2.826 2.176 -0.460
H 0.864 4.764 -3.993
H 1.001 4.287 -1.284
H -1.056 2.984 -4.838
H -2.666 1.131 -3.793
H -1.918 -1.434 -3.560
H -0.363 -2.962 -1.886
H 0.367 -1.191 0.082
H -5.035 1.751 -2.752
H -6.053 2.738 -0.393
H -3.819 2.919 1.212
Cl 3.314 4.407 0.715
C 2.529 3.359 1.916
Cl 1.960 4.310 3.301
Cl 3.684 2.143 2.468
C 1.285 2.720 1.259
O 1.180 1.468 1.208
O 0.427 3.497 0.790
C 1.597 -4.588 0.947
C 1.233 -3.372 1.764
C 2.233 -2.500 2.186
C 1.913 -1.386 2.949
C 0.603 -1.142 3.321
C -0.405 -2.003 2.903
N -1.743 -1.849 3.324
C -2.285 -0.800 4.076
C -2.901 -1.149 5.283
C -3.465 -0.202 6.115
C -3.409 1.145 5.776
C -2.821 1.499 4.576
C -2.286 0.549 3.702
C -1.840 1.032 2.362
O -1.606 0.221 1.429
O -1.717 2.275 2.142
C -0.101 -3.111 2.098
C -1.213 -3.999 1.602
H 2.678 -4.725 0.932
H 1.265 -4.501 -0.090
H 1.148 -5.496 1.350
H 3.262 -2.693 1.908
H 2.691 -0.696 3.265
H 0.367 -0.285 3.938
H -2.192 -2.729 3.517
H -2.901 -2.193 5.575
H -3.920 -0.515 7.047
H -3.827 1.901 6.428
H -2.788 2.531 4.255
H -2.077 -3.400 1.309
H -1.549 -4.717 2.361
H -0.904 -4.578 0.735
N 2.305 1.084 -1.448
C 2.857 0.264 -2.377
C 2.354 0.275 -3.698
C 2.915 -0.532 -4.653
C 3.989 -1.391 -4.338
C 4.486 -1.396 -3.022
C 3.932 -0.592 -2.053
S 4.761 -2.344 -5.627
O 3.640 -2.828 -6.416
O 5.500 -3.371 -4.911
O 5.593 -1.365 -6.312
H 2.433 0.874 -0.465
H 1.417 1.507 -1.682
H 1.513 0.924 -3.926
H 2.536 -0.543 -5.667
H 5.308 -2.063 -2.798
H 4.300 -0.603 -1.033
*
```

(5)
Here is a molecular structure, C32H30BrCaN3Te from the OMol25 dataset. Energies are from wB97M-V/def2-TZVPD.

Values from the calculation:
- Orbital gap: 6.08 eV
- M: 704.20 g mol⁻¹
- Lowest unoccupied orbital energy: -0.5 eV

The geometry in ORCA input format:
```
! wB97M-V def2-TZVPD RIJCOSX def2/J DEFGRID3
* xyz 0 1
Ca 1.124 -0.091 -0.802
C -2.125 0.731 -1.892
C -2.474 0.059 -0.624
C -3.765 0.041 -0.112
C -3.926 -0.709 1.031
C -2.870 -1.381 1.627
C -1.634 -1.315 1.016
N -1.441 -0.526 -0.073
C -0.437 -2.202 1.374
C -0.538 -3.305 2.268
C 0.530 -4.154 2.381
C 1.674 -3.945 1.628
C 1.745 -2.783 0.844
N 0.702 -1.898 0.774
C 2.941 -2.341 -0.046
C 4.114 -3.251 -0.065
C 4.191 -4.136 -1.085
C 3.247 -4.204 -2.165
C 2.480 -3.059 -2.293
C 1.753 -2.770 -3.611
N 2.416 -2.072 -1.391
H -1.879 1.769 -1.748
H -2.988 0.740 -2.563
H -1.218 0.286 -2.364
H -4.609 0.518 -0.613
H -4.922 -0.774 1.402
H -3.085 -1.964 2.529
H -1.423 -3.462 2.879
H 0.474 -4.949 3.062
H 2.537 -4.614 1.696
H 4.936 -3.048 0.594
H 5.069 -4.787 -1.117
H 3.459 -4.913 -2.971
H 1.448 -3.676 -4.107
H 2.435 -2.139 -4.221
H 0.816 -2.194 -3.354
Br 4.884 3.222 1.963
C 4.445 1.413 1.415
C 3.723 0.594 2.259
C 3.242 -0.602 1.763
C 3.457 -0.968 0.466
C 4.166 -0.113 -0.395
C 4.651 1.107 0.072
H 3.498 0.952 3.249
H 2.591 -1.211 2.356
H 4.279 -0.329 -1.439
H 5.170 1.760 -0.611
C -5.408 3.544 -0.492
C -3.931 3.617 -0.140
C -3.439 3.123 1.081
C -2.081 2.937 1.294
C -1.667 2.342 2.602
C -1.176 3.209 0.245
Te 0.918 2.634 0.561
C -1.637 3.845 -0.898
C -0.751 4.202 -2.056
C -3.038 4.004 -1.079
H -5.977 3.289 0.383
H -5.482 2.759 -1.271
H -5.676 4.508 -0.938
H -4.127 2.861 1.876
H -2.406 2.422 3.417
H -0.734 2.789 3.013
H -1.312 1.353 2.401
H -0.471 3.355 -2.656
H 0.146 4.593 -1.645
H -1.180 5.000 -2.656
H -3.433 4.311 -2.029
*
```

(6)
Here is a molecular structure, C32H30N5O7ReS2 from the OMol25 dataset. Energies are from wB97M-V/def2-TZVPD.

Values from the calculation:
- Orbital gap (alpha / beta): 6.24 / 6.28 eV
- M: 846.96 g mol⁻¹
- ⟨S²⟩: 0.859
- Lowest unoccupied orbital energy (alpha / beta): -4.1 / -4.0 eV
- Energy relative to the best compared isomer or geometry (same formula, charge and spin): 75.4 kJ/mol

The geometry in ORCA input format:
```
! wB97M-V def2-TZVPD RIJCOSX def2/J DEFGRID3
* xyz 1 2
Re 1.145 -0.820 1.308
O -2.398 1.285 2.139
C -2.906 1.570 1.080
O -2.551 0.871 -0.039
C -3.885 2.594 0.752
C -4.472 3.494 1.639
C -5.382 4.401 1.141
C -5.700 4.406 -0.222
C -5.124 3.517 -1.111
C -4.207 2.607 -0.599
S -3.319 1.367 -1.444
H -4.206 3.466 2.687
H -5.856 5.113 1.801
H -6.419 5.125 -0.593
H -5.384 3.533 -2.161
O -4.002 -2.611 -3.836
C -2.775 -3.138 -3.999
O -2.390 -3.599 -5.039
C -1.927 -3.014 -2.778
C -2.368 -2.351 -1.636
C -1.527 -2.226 -0.543
C -0.257 -2.783 -0.587
C 0.188 -3.454 -1.720
C -0.652 -3.566 -2.817
N 0.613 -2.621 0.540
C 1.096 -3.695 1.109
C 2.072 -3.476 2.140
C 2.848 -4.473 2.718
C 3.916 -4.112 3.520
C 4.197 -2.762 3.704
C 3.357 -1.815 3.156
N 2.282 -2.154 2.415
H -4.477 -2.736 -4.672
H -3.367 -1.937 -1.606
H -1.852 -1.701 0.345
H 1.189 -3.866 -1.744
H -0.330 -4.074 -3.716
H 0.812 -4.685 0.775
H 2.629 -5.510 2.501
H 4.541 -4.871 3.970
H 5.048 -2.405 4.270
H 3.580 -0.764 3.306
N -0.266 -0.407 2.814
C 0.759 0.445 3.358
C 1.344 0.175 4.594
C 2.555 0.752 4.889
C 3.211 1.536 3.931
C 2.560 1.931 2.787
C 1.291 1.409 2.475
S 4.995 1.714 4.089
O 5.350 2.724 3.125
O 5.337 0.340 3.684
O 5.237 2.000 5.479
H -0.558 -1.126 3.471
H -1.100 0.111 2.487
H 0.875 -0.526 5.276
H 3.066 0.546 5.822
H 3.059 2.628 2.125
H 0.690 1.828 1.679
N 0.730 0.194 -0.359
C 0.520 0.640 -1.420
N 0.299 1.115 -2.592
C 0.491 2.549 -2.902
C 1.316 2.698 -4.170
C 0.716 1.887 -5.316
C 0.588 0.416 -4.928
C -0.247 0.259 -3.668
H 0.973 3.014 -2.044
H -0.502 2.991 -3.026
H 2.339 2.367 -3.973
H 1.364 3.757 -4.427
H 1.333 1.988 -6.208
H -0.273 2.285 -5.569
H 1.580 -0.013 -4.758
H 0.120 -0.161 -5.727
H -0.252 -0.768 -3.304
H -1.280 0.570 -3.848
*
```